1.
C49H55FeN8S as an isolated structure. Source: the OMol25 dataset; level of theory: ωB97M-V/def2-TZVPD.

Element x y z (Å)
1 Fe -0.589 -0.276 1.189
2 C -2.597 -3.958 -4.078
3 C -3.512 -3.423 -2.972
4 C -2.904 -2.261 -2.254
5 C -2.967 -0.949 -2.600
6 C -3.734 -0.298 -3.711
7 C -5.197 -0.025 -3.348
8 C -2.141 -0.260 -1.620
9 C -2.101 1.189 -1.255
10 C -1.681 2.558 1.157
11 C -1.400 4.011 1.123
12 C -2.372 5.098 0.792
13 C -2.726 5.110 -0.699
14 C -0.075 4.132 1.365
15 C 0.426 2.764 1.581
16 C 1.608 2.383 2.078
17 C 1.964 1.054 2.531
18 N 1.211 -0.034 2.387
19 C 1.866 -1.034 3.069
20 C 1.449 -2.347 3.133
21 C 0.449 -3.014 2.419
22 N -0.315 -2.454 1.431
23 C -0.973 -3.480 0.873
24 C -1.795 -3.401 -0.300
25 C -2.051 -2.327 -1.069
26 N -1.593 -1.046 -0.753
27 C -0.683 -4.727 1.525
28 C 0.232 -4.433 2.509
29 C 0.970 -5.303 3.495
30 C 0.430 -6.708 3.736
31 C -1.253 -6.045 1.081
32 C -0.419 -6.709 -0.017
33 C 3.079 -0.532 3.662
34 C 3.152 0.785 3.297
35 C 4.238 1.776 3.589
36 C 5.155 2.020 2.386
37 C 4.080 -1.335 4.431
38 C 5.075 -2.063 3.521
39 N -0.621 1.866 1.376
40 C 0.750 5.374 1.458
41 C 1.533 5.667 0.175
42 H -3.034 -4.832 -4.563
43 H -1.625 -4.244 -3.670
44 H -2.422 -3.197 -4.840
45 H -3.732 -4.225 -2.264
46 H -4.472 -3.123 -3.398
47 H -3.689 -0.924 -4.605
48 H -3.251 0.648 -3.974
49 H -5.696 -0.938 -3.019
50 H -5.745 0.376 -4.202
51 H -5.270 0.702 -2.537
52 H -3.908 0.841 -0.525
53 H -1.944 6.061 1.077
54 H -3.277 4.964 1.386
55 H -1.834 5.265 -1.310
56 H -3.440 5.904 -0.922
57 H -3.159 4.156 -1.008
58 H 2.339 3.164 2.257
59 H 2.042 -2.979 3.786
60 H -2.254 -4.333 -0.612
61 H 0.992 -4.783 4.456
62 H 2.016 -5.381 3.178
63 H -0.619 -6.687 4.036
64 H 0.995 -7.185 4.538
65 H 0.521 -7.342 2.853
66 H -2.276 -5.900 0.727
67 H -1.337 -6.721 1.928
68 H -0.309 -6.048 -0.880
69 H -0.874 -7.641 -0.356
70 H 0.586 -6.932 0.348
71 H 4.833 1.420 4.433
72 H 3.799 2.724 3.912
73 H 5.662 1.098 2.096
74 H 5.914 2.771 2.611
75 H 4.584 2.361 1.520
76 H 3.566 -2.063 5.064
77 H 4.624 -0.678 5.112
78 H 4.557 -2.762 2.862
79 H 5.809 -2.623 4.103
80 H 5.610 -1.351 2.890
81 H 1.445 5.285 2.297
82 H 0.103 6.220 1.691
83 H 2.158 4.816 -0.105
84 H 2.178 6.538 0.299
85 H 0.849 5.867 -0.652
86 N -4.100 2.589 1.491
87 C -2.990 1.802 0.985
88 S -2.921 0.200 1.875
89 N -3.201 1.571 -0.490
90 N -1.150 1.996 -1.473
91 C 0.024 1.776 -2.134
92 C 0.199 2.694 -3.297
93 C 0.767 3.952 -3.130
94 C 0.892 4.815 -4.209
95 C 0.450 4.425 -5.467
96 C -0.121 3.171 -5.640
97 C -0.248 2.310 -4.558
98 C 1.084 0.894 -1.748
99 C 2.259 0.880 -2.539
100 C 3.273 0.000 -2.252
101 C 3.125 -0.876 -1.183
102 C 1.967 -0.782 -0.431
103 N 0.976 0.079 -0.665
104 H -4.738 1.984 1.991
105 H -4.588 3.058 0.737
106 H 1.110 4.247 -2.146
107 H 1.335 5.793 -4.069
108 H 0.547 5.097 -6.309
109 H -0.469 2.863 -6.618
110 H -0.691 1.329 -4.687
111 H 2.344 1.558 -3.375
112 H 4.169 -0.014 -2.861
113 H 3.883 -1.602 -0.924
114 H 1.829 -1.442 0.416

Properties
M   843.9 Da
E   -108850.4952 eV
2S+1   6
HOMO-LUMO gap (alpha / beta)   5.25 / 5.31 eV

---

2.
One molecule with the formula C4H7N3 in a non-equilibrium geometry. Source: the OMol25 dataset; level of theory: ωB97M-V/def2-TZVPD.

Element x y z (Å)
1 C -0.233 -2.144 0.529
2 C -0.112 -0.861 -0.278
3 N 0.224 0.291 0.585
4 C 0.264 1.496 -0.160
5 N 1.261 1.796 -0.885
6 C -0.874 2.403 0.034
7 N -1.679 3.208 0.248
8 H -0.986 -2.037 1.315
9 H 0.721 -2.409 1.002
10 H -0.520 -2.972 -0.128
11 H -1.051 -0.648 -0.802
12 H 0.660 -0.974 -1.053
13 H 1.176 0.147 0.922
14 H 1.147 2.705 -1.332

Properties
M   97.1 Da
E   -8730.7328 eV
HOMO-LUMO gap   10.41 eV

---

3.
A 3-piece molecular cluster, C3H3NO2S overall in a non-equilibrium geometry. Source: the OMol25 dataset; level of theory: ωB97M-V/def2-TZVPD.

Element x y z (Å)
1 C 0.406 -1.231 -1.196
2 C 1.582 -1.032 -1.290
3 C -1.533 -0.503 2.170
4 N -1.950 -1.176 1.375
5 O 0.232 2.002 1.156
6 O 0.486 3.445 -0.708
7 S 1.054 2.378 0.050
8 H -0.554 -1.755 -1.165
9 H 2.679 -0.981 -1.273
10 H -1.053 0.304 2.796

Properties
M   117.1 Da
E   -19576.1488 eV
HOMO-LUMO gap   9.72 eV

---

4.
C21H32N4O as an isolated structure in a non-equilibrium geometry. Source: the OMol25 dataset; level of theory: ωB97M-V/def2-TZVPD.

Element x y z (Å)
1 C -4.279 -3.201 -0.748
2 H -5.094 -3.236 -1.422
3 H -3.329 -3.241 -1.536
4 H -4.289 -4.071 -0.166
5 C -4.193 -2.056 -0.228
6 C -5.430 -1.835 0.964
7 H -5.364 -0.975 1.679
8 H -5.416 -2.581 1.464
9 H -6.379 -1.682 0.288
10 C -4.145 -0.754 -1.072
11 H -5.230 -0.372 -1.491
12 H -3.596 -0.854 -1.973
13 C -3.737 0.431 -0.526
14 N -2.477 0.567 0.327
15 C -2.350 1.336 1.307
16 C -1.203 0.869 2.380
17 N 0.083 0.747 1.469
18 C -0.182 -0.061 0.392
19 H -0.260 -0.922 0.606
20 C -1.342 0.527 -0.435
21 C -1.018 1.838 -1.289
22 H -0.333 2.434 -0.436
23 H -1.868 2.587 -1.164
24 C -0.528 1.770 -2.463
25 O 0.794 1.276 -2.994
26 H 0.823 0.236 -2.405
27 H -0.323 2.532 -3.067
28 H -1.171 1.342 -3.277
29 H -1.571 -0.295 -1.232
30 H 0.812 -0.074 -0.202
31 C 1.284 0.743 2.096
32 C 2.430 0.902 1.145
33 C 2.616 2.223 0.708
34 C 3.624 2.331 -0.176
35 C 4.572 1.431 -0.413
36 C 4.539 0.446 0.212
37 C 3.447 -0.030 0.840
38 H 3.351 -1.003 1.711
39 N 5.421 -0.720 -0.039
40 C 6.524 -0.545 -0.586
41 C 7.285 -2.000 -0.491
42 C 6.123 -2.646 0.259
43 N 5.115 -2.052 0.402
44 H 6.264 -3.904 0.281
45 H 8.046 -2.162 -1.122
46 H 7.170 0.180 -1.097
47 H 5.501 1.617 -1.044
48 H 3.862 3.284 -0.577
49 H 1.863 3.025 0.786
50 H 1.185 -0.345 2.556
51 H 1.321 1.341 2.971
52 H -1.307 -0.063 2.611
53 H -0.794 1.652 2.990
54 H -2.138 2.324 1.247
55 H -3.119 1.210 2.172
56 H -4.474 1.006 0.525
57 H -3.755 1.335 -1.258
58 H -3.358 -1.860 0.537

Properties
M   356.5 Da
E   -30281.7312 eV
HOMO-LUMO gap   8.21 eV